# 1
ORCA calculation (ωB97M-V/def2-TZVPD) on 2 unconnected molecules or ions with the total composition C3H3FO3 in a non-equilibrium geometry.

Geometry as XYZ:
```
10
C3H3FO3 ωB97M-V/def2-TZVPD
F -0.035 -1.527 1.345
O 0.728 2.698 0.965
O -1.760 1.263 -0.006
O 0.513 1.198 0.570
C -0.648 0.879 0.234
C -0.170 -1.116 0.058
C -0.235 -1.804 -1.045
H 1.677 2.777 0.854
H 0.031 -2.874 -0.915
H -0.101 -1.494 -2.060
```

Multiplicity ... 1
Orbital gap ... 9.22 eV
ΔE to the lowest compared entry with this formula, charge and spin ... 555.3 kJ/mol

---

# 2
ORCA calculation (ωB97M-V/def2-TZVPD) on 9 unconnected molecules or ions with the total composition C39H56O13 in a non-equilibrium geometry.

Geometry as XYZ:
```
108
C39H56O13 ωB97M-V/def2-TZVPD
O 0.170 4.024 -1.919
O 2.764 0.879 -5.202
O -0.001 0.209 6.767
O -0.673 4.206 3.181
O -2.039 0.174 0.324
O 4.672 2.293 0.728
O -0.787 -4.542 -6.757
O -5.510 -0.465 6.533
O 5.140 -1.755 2.044
O -3.133 -0.580 -3.751
O -2.715 5.592 -1.707
O 2.817 -4.024 -2.679
O -4.522 -1.278 0.189
C -0.465 -1.529 0.032
C 4.713 -0.460 2.349
C 3.473 -4.346 -1.364
C -5.133 0.271 -1.479
C -1.878 3.459 1.362
C -1.160 -0.658 1.050
C -2.144 0.743 7.915
C 1.219 3.746 -1.218
C -1.795 -2.455 -6.705
C 1.196 2.356 -0.726
C -1.962 -0.609 5.761
C -1.102 5.926 -0.028
C -2.527 3.910 -0.064
C -5.563 0.757 0.970
C -4.313 -0.287 6.687
C 2.264 4.627 -0.828
C -1.284 -3.633 -6.094
C -1.123 -3.645 -4.525
C 3.502 4.132 -0.318
C 0.663 0.099 -4.249
C -2.299 -1.314 -5.932
C 5.601 0.272 3.349
C 2.955 -0.325 -3.102
C 3.633 2.751 0.248
C -1.213 0.138 6.846
C -0.293 0.196 2.054
C -3.728 0.389 7.863
C 3.241 -0.654 2.768
C -0.504 5.501 1.240
C 2.059 0.644 -3.988
C 2.395 1.884 0.092
C -1.824 -2.515 -3.844
C 2.453 -3.961 -0.243
C -3.442 -0.880 5.719
C -2.228 5.230 -0.673
C -2.571 -1.413 -4.528
C -5.504 -0.318 -0.097
C -0.904 4.364 2.111
C 3.963 -5.797 -1.349
H 2.502 -2.981 -0.112
H 3.179 -6.540 -1.334
H -1.289 -1.022 4.907
H 4.340 4.894 -0.304
H 4.309 -3.696 -1.129
H 2.799 -1.000 1.888
H 2.793 -4.502 0.769
H -4.484 -2.092 -0.425
H -1.624 -2.417 -7.851
H -1.150 -2.073 -0.699
H 0.181 6.219 1.665
H 3.252 -1.256 -3.527
H -1.981 -1.254 1.764
H 6.621 0.177 3.014
H 4.560 -6.002 -2.125
H -5.612 0.364 1.998
H -5.895 0.870 -1.844
H -2.655 -0.382 -0.172
H 2.604 0.308 2.891
H 0.811 -0.814 -4.759
H -6.264 1.600 0.868
H -5.055 -0.582 -2.215
H -0.748 6.802 -0.655
H -4.299 0.893 8.629
H 4.349 -5.928 -0.336
H 1.699 -4.265 -0.827
H 0.171 -2.319 0.572
H -2.763 -0.455 -6.433
H -6.301 -0.904 -0.267
H 2.326 1.615 -5.505
H 2.303 5.801 -1.227
H -3.259 3.235 -0.428
H -1.749 1.372 8.726
H 0.460 -0.834 -0.382
H 5.939 -1.751 1.414
H 5.471 1.318 3.564
H 3.982 0.044 -2.671
H -4.147 0.761 -1.645
H 0.117 -0.112 -3.284
H -4.581 1.260 0.894
H 4.717 -0.001 1.391
H 0.424 1.713 -0.973
H -3.758 -1.381 4.906
H -2.196 2.587 1.997
H 3.010 -1.206 3.699
H -0.640 -4.374 -3.881
H -2.056 -2.723 -2.861
H 5.282 -0.338 4.108
H 0.362 -0.400 2.648
H -0.965 0.861 2.811
H 2.057 1.624 -3.532
H 0.299 0.956 1.622
H 3.231 -4.311 -3.588
H 2.411 -0.476 -2.288
H 2.597 1.000 0.521
H -0.240 0.788 -4.804
```

Multiplicity ... 1
Orbital gap ... 6.77 eV
ΔE to the lowest compared entry with this formula, charge and spin ... 0.0 kJ/mol
SMILES ... O=C1C=CC(=O)C=C1.O=C1C=CC(=O)C=C1.O=C1C=CC(=O)C=C1.O=C1C=CC(=O)C=C1.CC(C)O.CC(C)O.CC(C)O.CC(C)O.CC(C)O

---

# 3
ORCA calculation (ωB97M-V/def2-TZVPD) on a molecular structure, C20H28AsAuBF4N2O in a non-equilibrium geometry.

Geometry as XYZ:
```
58
C20H28AsAuBF4N2O ωB97M-V/def2-TZVPD
Au 0.061 0.888 -0.187
As -0.819 -1.290 -1.008
F -0.534 -0.546 3.325
F 1.753 -0.628 3.464
F 0.699 1.027 2.298
F 0.670 -1.079 1.502
O -2.024 0.257 1.166
N -1.408 2.664 0.007
N 6.220 -1.288 3.904
C -1.019 3.806 -0.551
C 3.244 -0.628 0.232
C 1.368 -2.154 -2.801
C -2.884 1.334 1.447
C -0.725 -2.965 0.007
C 4.047 -1.152 1.206
C 4.317 1.065 2.173
C 4.606 -0.310 2.183
C 3.504 1.584 1.202
C -2.436 2.644 0.839
C 5.479 -0.846 3.148
C 2.172 1.316 -0.861
C -1.255 -4.148 -0.790
C -3.141 3.808 1.141
C -2.755 4.997 0.554
C -1.670 5.000 -0.314
C -0.079 -1.679 -2.798
C 2.963 0.762 0.180
C -3.282 -1.545 -2.656
C -2.721 -0.952 -1.371
B 0.683 -0.314 2.726
H -4.346 -1.322 -2.714
H 2.802 -1.279 -0.509
H -2.294 -3.995 -1.086
H -1.543 0.010 1.976
H 2.160 0.779 -1.802
H -3.005 1.479 2.526
H 4.734 1.699 2.941
H -3.970 3.767 1.829
H -0.170 3.743 -1.214
H -0.184 -0.766 -3.395
H 1.638 -2.516 -3.792
H -3.289 5.911 0.765
H -1.305 -2.797 0.917
H 4.257 -2.209 1.244
H 1.522 -2.963 -2.083
H -2.799 -1.109 -3.528
H -1.213 -5.044 -0.173
H -3.263 -1.322 -0.495
H 2.040 -1.333 -2.554
H -3.166 -2.627 -2.692
H 0.314 -3.120 0.304
H -1.331 5.906 -0.788
H -2.845 0.134 -1.390
H 2.210 2.391 -0.966
H -0.652 -4.326 -1.681
H -3.872 1.094 1.024
H -0.729 -2.446 -3.236
H 3.266 2.638 1.202
```

Multiplicity ... 3
Orbital gap (alpha / beta) ... 8.31 / 5.97 eV
ΔE to the lowest compared entry with this formula, charge and spin ... 30.0 kJ/mol
Charge ... +1

---

# 4
ORCA calculation (ωB97M-V/def2-TZVPD) on a molecular structure, C5H2FeO5 in a non-equilibrium geometry.

Geometry as XYZ:
```
13
C5H2FeO5 ωB97M-V/def2-TZVPD
Fe 0.000 -0.098 0.015
O -0.005 -0.947 -2.923
O 3.059 -0.083 0.005
O 0.003 0.678 3.073
O 0.014 2.782 -0.908
O -3.060 -0.055 0.006
C 1.908 -0.110 0.015
C 0.002 0.401 1.979
C -0.003 -0.647 -1.811
C -1.909 -0.093 0.016
C 0.008 1.683 -0.556
H -0.009 -1.879 0.162
H -0.008 -1.633 0.930
```

Multiplicity ... 5
Orbital gap (alpha / beta) ... 9.87 / 8.33 eV
Charge ... +2

---

# 5
ORCA calculation (ωB97M-V/def2-TZVPD) on 2 unconnected molecules or ions with the total composition C4H12Cl2NPSi in a non-equilibrium geometry.

Geometry as XYZ:
```
21
C4H12Cl2NPSi ωB97M-V/def2-TZVPD
Cl 3.556 1.503 0.519
Cl 3.278 -1.354 -0.655
P 2.396 0.499 -0.749
Si -0.637 0.090 -0.373
N 1.017 0.402 0.112
C -1.611 1.406 0.562
C 1.532 -0.536 2.213
C -1.388 -1.547 -0.046
C -0.599 0.421 -2.268
H -1.346 -2.167 -1.041
H -2.078 1.891 -0.250
H 2.559 -0.533 2.204
H -1.034 -2.057 0.753
H -1.347 1.291 -2.466
H -0.882 -0.468 -2.840
H 1.050 0.207 2.765
H -2.423 -1.408 0.111
H 1.068 -1.469 1.875
H -2.368 0.972 1.134
H 0.415 0.696 -2.615
H -1.159 2.161 1.054
```

Multiplicity ... 1
Orbital gap (alpha / beta) ... 7.64 / 7.30 eV
ΔE to the lowest compared entry with this formula, charge and spin ... 244.9 kJ/mol

---

# 6
ORCA calculation (ωB97M-V/def2-TZVPD) on a molecular structure, C33H40N5O7S3SeTi in a non-equilibrium geometry.

Geometry as XYZ:
```
90
C33H40N5O7S3SeTi ωB97M-V/def2-TZVPD
Se -0.381 1.767 4.309
Ti -0.675 0.221 -0.326
S 0.607 3.490 -1.654
S 2.491 0.841 -2.522
S 2.650 2.218 0.618
O -2.027 -3.209 -1.491
O 2.395 -3.555 3.663
O -1.548 -1.377 -0.260
O 0.855 -0.578 -0.152
O -4.323 -1.313 -5.847
O -2.769 -0.096 -7.019
O -2.263 1.409 -0.373
N 1.092 -1.342 3.022
N -1.147 0.091 -2.348
N -0.570 0.881 1.532
N -3.073 2.927 1.101
N -4.017 0.824 0.981
C 3.323 -3.055 -1.130
C 3.073 -4.700 4.194
C 4.085 -3.149 0.031
C -3.294 -0.639 -6.033
C 2.823 3.936 0.083
C -3.092 1.710 0.565
C 0.422 -2.618 2.816
C 2.214 -2.229 -1.176
C -0.865 -2.702 2.331
C -0.726 -5.084 2.482
C -4.291 0.633 2.407
C -1.964 3.845 0.854
C -1.302 1.059 -3.274
C 1.724 3.505 -3.097
C 1.840 -1.511 -0.054
C 4.049 1.452 -0.255
C 2.068 2.138 -3.699
C 1.149 -3.755 3.177
C 1.533 4.529 -0.499
C -2.511 -0.407 -4.737
C 2.118 -0.986 2.368
C 4.014 1.506 -1.787
C -1.739 -1.114 -2.604
C -0.510 1.284 2.634
C -4.214 3.511 1.807
C -1.774 -2.052 -1.437
C 2.544 -1.665 1.135
C -4.446 -0.273 0.112
C 0.559 -4.997 3.006
C -1.940 0.836 -4.468
C 3.697 -2.448 1.158
C -2.423 -1.391 -3.748
C -1.444 -3.947 2.149
H -5.122 2.962 1.576
H -4.333 4.537 1.460
H 4.043 0.411 0.067
H 3.611 -3.610 -2.015
H -3.960 -1.208 0.382
H -4.055 3.526 2.886
H 4.256 -2.541 2.082
H 1.222 1.733 -4.254
H 3.631 3.975 -0.645
H 4.856 0.928 -2.166
H -0.907 2.030 -3.026
H 4.973 1.905 0.106
H 1.094 -5.896 3.274
H 4.132 2.529 -2.143
H 3.126 4.529 0.944
H -2.015 1.617 -5.213
H -5.338 0.821 2.646
H 2.687 -0.150 2.775
H 1.756 5.467 -1.006
H -2.273 4.629 0.161
H -1.406 -1.800 2.098
H -2.440 -4.027 1.733
H 2.889 2.256 -4.406
H -5.523 -0.392 0.220
H -1.167 -6.061 2.332
H -2.922 -2.344 -3.875
H -4.060 -0.403 2.665
H 3.988 -4.329 4.642
H 4.972 -3.769 0.058
H 3.315 -5.411 3.403
H 1.644 -2.097 -2.086
H -1.128 3.311 0.429
H 2.466 -5.187 4.957
H 1.253 4.119 -3.862
H -1.662 4.297 1.799
H 0.823 4.748 0.300
H 2.630 4.021 -2.777
H -3.659 1.280 3.010
H -4.230 -0.037 -0.925
H 0.839 -0.793 3.850
```

Multiplicity ... 1
Orbital gap ... 5.49 eV
ΔE to the lowest compared entry with this formula, charge and spin ... 142.3 kJ/mol
Charge ... +1